This record from OMol25 describes a cluster of 2 separate species, C8H11N3O in total. The level of theory is ωB97M-V with the def2-TZVPD basis set.

XYZ file:
```
23
Properties=species:S:1:pos:R:3:mulliken_charge:R:1
C -3.32 -0.86 0.25 -0.369
C -2.31 -1.51 -0.45 -0.565
C -3.12 0.43 0.71 -0.729
C -1.12 -0.87 -0.70 -0.168
C -1.93 1.08 0.47 -0.200
C -0.89 0.46 -0.26 0.761
C 3.51 -1.90 0.11 -0.701
C 0.58 2.36 -0.30 -0.603
N 2.36 -1.03 -0.10 -0.285
N 0.21 1.06 -0.71 -0.495
N 2.33 0.14 0.13 0.684
O 2.95 1.09 0.55 -0.646
H -4.27 -1.36 0.42 0.377
H -2.46 -2.52 -0.81 0.352
H -3.91 0.94 1.24 0.357
H -0.32 -1.35 -1.25 0.417
H -1.83 2.10 0.81 0.199
H 3.78 -2.31 -0.86 0.250
H 3.18 -2.72 0.75 0.254
H 4.36 -1.37 0.56 0.351
H -0.05 2.83 0.47 0.244
H 1.61 2.31 0.13 0.236
H 0.67 3.01 -1.17 0.279
```

Summary:
ΔE to the lowest compared entry with this formula, charge and spin ... 4.523 eV